132
Properties=species:S:1:pos:R:3 method="wB97M-V/def2-TZVPD" charge=-1 orbital_gap_ev=4.810 homo_energy_ev=-3.49
C 3.78 -2.15 0.89
C 4.86 -2.68 -0.07
O 4.92 -1.91 -1.27
Nb 3.98 -2.52 -2.90
C 2.97 -0.60 -3.57
C 2.34 0.20 -2.43
O 0.91 0.11 -2.42
C 0.47 -1.19 -2.11
C -0.91 -1.08 -1.50
F -1.25 -2.25 -0.88
F -1.90 -0.82 -2.39
F -0.99 -0.12 -0.55
P 2.59 -3.68 -4.71
C 3.18 -3.06 -6.38
C 3.67 -4.16 -7.33
C 2.84 -5.52 -4.70
C 1.94 -6.17 -3.63
H 3.66 -1.06 0.75
H 2.81 -2.64 0.71
H 4.07 -2.31 1.93
H 4.61 -3.72 -0.32
H 5.83 -2.67 0.45
H 2.68 -3.30 -1.83
H 4.81 -4.17 -2.81
H 5.34 -2.30 -4.13
H 3.73 0.02 -4.08
H 2.19 -0.78 -4.33
H 2.54 1.28 -2.53
H 2.71 -0.11 -1.43
H 1.12 -1.67 -1.36
H 0.42 -1.83 -3.00
H 3.99 -2.34 -6.20
H 2.34 -2.52 -6.85
H 4.40 -4.82 -6.84
H 2.83 -4.78 -7.66
H 4.16 -3.73 -8.22
H 3.89 -5.76 -4.46
H 2.64 -5.95 -5.68
H 2.24 -5.85 -2.63
H 0.89 -5.89 -3.78
H 2.02 -7.26 -3.68
C -2.33 2.49 -2.40
C -3.46 3.34 -2.91
C -4.84 2.96 -2.40
O -5.68 3.36 -3.49
C -4.95 3.33 -4.62
O -5.40 3.42 -5.72
O -3.64 3.19 -4.33
H -1.37 2.85 -2.78
H -2.30 2.50 -1.32
H -2.44 1.46 -2.74
H -3.27 4.40 -2.73
H -5.14 3.48 -1.50
H -4.93 1.88 -2.26
C -1.90 -3.77 2.00
C -1.31 -5.14 2.18
C -1.37 -5.69 3.60
O -0.21 -6.52 3.65
C 0.69 -6.04 2.76
O 1.83 -6.38 2.72
O 0.12 -5.13 1.96
H -1.86 -3.46 0.96
H -2.94 -3.76 2.32
H -1.33 -3.04 2.59
H -1.74 -5.86 1.48
H -2.25 -6.29 3.81
H -1.27 -4.90 4.34
C -1.50 -4.83 -8.82
C -0.75 -6.13 -8.97
C -0.85 -7.08 -7.79
O 0.40 -7.77 -7.84
C 1.30 -6.94 -8.44
O 2.48 -7.09 -8.42
O 0.67 -5.90 -9.02
H -1.41 -4.22 -9.72
H -2.55 -5.02 -8.64
H -1.09 -4.26 -7.98
H -1.03 -6.64 -9.90
H -1.66 -7.80 -7.87
H -0.92 -6.54 -6.84
C -3.58 6.39 1.87
C -3.76 4.93 2.17
C -2.50 4.21 2.63
O -2.71 2.88 2.16
C -3.53 2.94 1.09
O -3.73 2.05 0.33
O -4.07 4.18 0.98
H -4.53 6.85 1.59
H -3.19 6.91 2.75
H -2.88 6.53 1.05
H -4.57 4.77 2.88
H -2.37 4.19 3.71
H -1.61 4.62 2.15
C 2.44 -8.34 5.19
C 3.12 -7.70 6.36
C 4.29 -8.46 6.95
O 4.25 -8.08 8.33
C 2.98 -7.73 8.63
O 2.57 -7.55 9.74
O 2.24 -7.63 7.51
H 1.65 -7.71 4.80
H 3.16 -8.51 4.39
H 2.00 -9.30 5.49
H 3.42 -6.67 6.12
H 5.26 -8.19 6.53
H 4.14 -9.54 6.88
C -5.09 9.47 6.48
C -4.11 10.11 5.53
C -4.74 11.01 4.48
O -3.83 10.87 3.38
C -3.22 9.68 3.50
O -2.55 9.17 2.65
O -3.47 9.13 4.70
H -4.56 8.87 7.23
H -5.66 10.24 7.01
H -5.78 8.82 5.95
H -3.32 10.64 6.07
H -4.79 12.06 4.77
H -5.72 10.66 4.17
C 2.14 9.51 3.28
C 1.63 10.51 4.28
C 2.03 10.26 5.73
O 0.92 10.81 6.45
C -0.16 10.76 5.64
O -1.29 10.94 6.00
O 0.20 10.46 4.39
H 1.84 9.79 2.27
H 3.23 9.46 3.32
H 1.73 8.52 3.50
H 1.90 11.53 3.99
H 2.94 10.76 6.04
H 2.09 9.19 5.95

=====

134
Properties=species:S:1:pos:R:3 method="wB97M-V/def2-TZVPD" orbital_gap_ev=8.731 e_above_lowest_ev=9.403 homo_energy_ev=-8.55
C -9.29 1.77 -6.38
C -9.57 3.30 -6.49
C -9.39 4.11 -7.89
O -10.65 4.47 -8.29
C -11.59 4.04 -7.47
O -12.75 4.07 -7.65
O -10.97 3.42 -6.37
H -9.86 1.54 -5.48
H -8.28 1.44 -6.11
H -9.60 1.19 -7.24
H -9.13 3.84 -5.66
H -9.02 3.42 -8.65
H -8.83 5.04 -7.85
C 4.55 -0.80 -9.37
C 4.67 -0.26 -8.01
C 3.64 0.76 -7.50
O 3.53 0.51 -6.07
C 3.72 -0.81 -6.07
O 3.50 -1.56 -5.11
O 4.29 -1.26 -7.16
H 5.17 -0.16 -9.98
H 3.56 -0.69 -9.83
H 4.92 -1.80 -9.56
H 5.70 -0.10 -7.71
H 2.77 0.73 -8.16
H 4.04 1.76 -7.64
C -2.80 -0.98 -0.01
C -1.27 -1.02 -0.08
C -0.51 0.25 0.22
O 0.24 0.00 1.38
C 0.20 -1.33 1.73
O 0.85 -1.95 2.54
O -0.60 -1.91 0.84
H -3.27 -0.47 -0.85
H -3.25 -0.63 0.92
H -3.18 -1.99 0.15
H -1.05 -1.40 -1.07
H -1.04 1.20 0.35
H 0.28 0.51 -0.48
C 9.47 6.07 0.49
C 8.77 6.76 -0.68
C 8.69 5.82 -1.85
O 7.33 5.82 -2.20
C 6.63 6.28 -1.20
O 5.42 6.02 -0.97
O 7.37 6.98 -0.46
H 9.01 5.13 0.78
H 9.28 6.55 1.45
H 10.54 5.86 0.41
H 9.21 7.71 -0.96
H 8.73 4.80 -1.48
H 9.44 6.08 -2.60
C 1.89 4.85 6.67
C 2.52 5.73 5.58
C 1.46 6.25 4.53
O 1.71 7.71 4.47
C 2.61 8.02 5.42
O 2.91 9.19 5.57
O 2.95 6.98 6.17
H 0.82 5.00 6.81
H 2.50 5.08 7.55
H 2.08 3.78 6.51
H 3.38 5.18 5.18
H 0.50 5.96 4.94
H 1.61 5.72 3.58
C 1.63 -8.95 0.88
C 3.19 -9.12 0.85
C 3.89 -7.91 0.30
O 4.94 -7.65 1.25
C 4.86 -8.49 2.28
O 5.75 -8.41 3.17
O 3.72 -9.21 2.12
H 1.30 -9.90 1.31
H 1.38 -9.07 -0.17
H 1.18 -8.00 1.18
H 3.51 -9.99 0.28
H 3.19 -7.07 0.31
H 4.07 -8.22 -0.73
C -4.58 -3.96 6.64
C -5.54 -4.12 7.86
C -5.93 -5.56 7.94
O -5.79 -5.94 9.25
C -5.13 -4.95 9.93
O -4.65 -4.95 11.05
O -4.90 -3.92 9.08
H -3.90 -3.11 6.70
H -5.17 -3.97 5.72
H -3.73 -4.65 6.66
H -6.28 -3.34 8.01
H -5.22 -6.13 7.34
H -6.94 -5.56 7.55
C -3.10 -0.87 -13.21
C -4.15 -1.17 -12.10
C -3.97 -2.57 -11.50
O -3.59 -2.44 -10.19
C -3.52 -1.25 -9.91
O -3.13 -0.83 -8.77
O -3.83 -0.50 -10.95
H -2.72 0.10 -12.90
H -3.54 -0.97 -14.21
H -2.26 -1.52 -12.96
H -5.18 -0.91 -12.30
H -3.21 -3.15 -12.01
H -4.89 -3.12 -11.30
C -0.22 0.27 12.40
S 1.26 -0.34 11.49
O 1.95 -1.30 12.49
C 0.73 -1.42 10.13
H -0.10 1.21 12.94
H -0.48 -0.44 13.19
H -1.16 0.26 11.86
H 0.37 -2.33 10.60
H 1.56 -1.53 9.44
H -0.07 -1.00 9.52
C -8.01 2.69 4.08
S -7.01 3.77 2.87
O -5.57 3.26 2.78
C -7.92 3.12 1.39
H -9.09 2.81 4.01
H -7.66 2.83 5.10
H -7.73 1.68 3.77
H -7.87 2.05 1.19
H -7.36 3.57 0.58
H -8.96 3.46 1.35
C 8.74 -1.29 2.27
S 9.81 -1.54 0.81
O 10.64 -0.25 0.82
C 10.90 -2.83 1.64
H 8.11 -0.41 2.34
H 9.26 -1.26 3.23
H 8.11 -2.18 2.30
H 11.72 -2.30 2.12
H 11.45 -3.34 0.85
H 10.31 -3.43 2.34

=====

134
Properties=species:S:1:pos:R:3 method="wB97M-V/def2-TZVPD" charge=+1 orbital_gap_ev="7.659 / 2.525" e_above_lowest_ev=4.012 homo_energy_ev="-10.22 / -10.22" spin_multiplicity=2 s2=0.754
C -2.04 -0.51 -2.25
C -2.91 -0.60 -3.52
N -2.14 -0.34 -4.78
C -3.06 -0.17 -5.89
C -3.92 -1.33 -6.34
C -1.17 -1.42 -5.06
C -0.29 -1.18 -6.31
H -2.70 -0.56 -1.38
H -1.49 0.42 -2.11
H -1.43 -1.41 -2.22
H -3.38 -1.58 -3.60
H -3.56 0.27 -3.41
H -3.70 0.69 -5.68
H -2.53 0.26 -6.74
H -4.33 -1.79 -5.45
H -4.73 -1.13 -7.04
H -3.30 -2.06 -6.87
H -1.65 -2.35 -5.36
H -0.53 -1.68 -4.22
H -0.85 -0.89 -7.20
H 0.32 -2.01 -6.66
H 0.27 -0.27 -6.09
C 3.08 5.51 1.16
C 1.67 5.49 0.42
N 0.58 5.23 1.43
C 0.31 6.42 2.28
C -0.68 6.13 3.44
C -0.60 4.71 0.78
C -0.50 3.22 0.58
H 3.02 6.10 2.08
H 3.85 5.98 0.56
H 3.52 4.63 1.63
H 1.53 6.39 -0.19
H 1.58 4.74 -0.37
H 1.28 6.78 2.62
H -0.10 7.29 1.76
H -0.88 6.97 4.11
H -1.65 5.64 3.32
H -0.15 5.38 4.02
H -0.81 5.26 -0.14
H -1.53 4.71 1.34
H 0.17 3.00 -0.26
H -1.49 2.80 0.41
H -0.16 2.66 1.45
C 4.14 1.18 -3.68
C 3.08 0.64 -4.60
O 2.38 1.70 -5.15
C 2.18 1.65 -6.53
O 2.61 0.84 -7.35
C 1.31 2.79 -7.03
F 0.49 3.18 -6.05
F 2.04 3.86 -7.45
F 0.44 2.39 -8.03
H 3.73 2.04 -3.15
H 4.95 1.57 -4.29
H 4.55 0.39 -3.05
H 2.40 -0.07 -4.13
H 3.69 0.16 -5.37
C 2.96 1.73 3.78
C 1.99 2.92 3.91
O 1.99 3.38 5.24
C 2.95 4.41 5.54
O 3.71 4.95 4.72
C 2.97 4.78 6.99
F 2.92 3.66 7.60
F 4.06 5.40 7.38
F 1.91 5.53 7.29
H 2.74 0.72 4.12
H 3.90 2.03 4.25
H 3.18 1.56 2.73
H 1.00 2.54 3.70
H 2.16 3.72 3.18
C -5.24 4.34 3.73
C -5.73 2.93 3.32
O -4.66 1.99 3.25
C -3.81 1.66 4.29
O -3.88 2.11 5.41
C -2.89 0.43 4.03
F -3.28 -0.14 2.95
F -1.60 0.69 4.01
F -3.08 -0.48 4.94
H -6.12 4.98 3.84
H -4.64 4.87 2.99
H -4.83 4.31 4.74
H -6.26 2.97 2.37
H -6.52 2.53 3.95
C 2.44 -4.88 -0.02
C 1.93 -6.27 -0.41
O 3.16 -6.94 -0.83
C 3.30 -8.17 -1.20
O 2.46 -9.04 -1.11
C 4.66 -8.49 -1.84
F 5.38 -7.37 -2.01
F 5.32 -9.23 -1.00
F 4.56 -9.20 -2.94
H 1.62 -4.25 0.35
H 2.99 -4.36 -0.81
H 3.13 -5.02 0.81
H 1.10 -6.28 -1.12
H 1.78 -6.67 0.59
C -2.49 -3.89 0.22
C -3.25 -5.08 -0.46
O -4.65 -4.86 -0.60
C -5.51 -5.07 0.50
O -5.22 -5.43 1.64
C -6.96 -4.87 0.08
F -7.68 -4.40 1.09
F -7.09 -4.07 -1.05
F -7.39 -6.09 -0.19
H -2.68 -3.80 1.29
H -2.68 -2.92 -0.24
H -1.41 -4.02 0.20
H -3.05 -5.84 0.30
H -2.79 -5.36 -1.41
C 4.48 -3.60 3.45
C 3.29 -2.60 3.50
O 3.51 -1.42 3.30
C 1.89 -3.12 3.75
H 4.90 -3.96 4.39
H 5.31 -3.06 2.99
H 4.21 -4.38 2.73
H 1.80 -3.83 4.58
H 1.44 -3.60 2.88
H 1.36 -2.21 4.00
C 1.74 -0.44 -0.85
C 0.61 -0.97 0.05
O 0.22 -2.11 -0.10
C 0.40 -0.19 1.29
H 2.56 -0.03 -0.27
H 1.29 0.33 -1.48
H 2.19 -1.07 -1.62
H -0.20 -0.73 2.03
H -0.23 0.68 1.13
H 1.36 -0.03 1.79

=====

| no. | total energy (Eh) |
| --- | --- |
| 1 | -3916.02280 |
| 2 | -4713.29033 |
| 3 | -3998.06883 |